# C7H27NO8

9 unconnected molecules or ions with the total composition C7H27NO8 (the ωB97M-V functional and the def2-TZVPD basis, the Open Molecules 2025 dataset).

Results
Energy   -25563.9978 eV
Total charge   0
E_HOMO   -7.9 eV
Orbital gap   7.92 eV

Element x y z (Å)
C (1.3878, 1.2926, 3.3699)
C (1.2356, 0.4513, 2.3799)
C (1.6526, 0.6289, 0.9228)
C (2.1942, -0.3688, 0.2554)
C (2.9012, -0.0213, -1.0494)
C (1.8363, -0.1599, -2.0904)
C (1.3397, -1.3282, -2.5893)
N (-0.0140, -1.3727, -2.8736)
H (1.7649, 2.2565, 3.0703)
H (1.2067, 1.2404, 4.4277)
H (1.1147, -0.6471, 2.4769)
H (1.6513, 1.6857, 0.5143)
H (2.2273, -1.3918, 0.5113)
H (3.3195, 1.0449, -1.1404)
H (3.7365, -0.7166, -1.0831)
H (1.2458, 0.7633, -2.3595)
H (1.9093, -2.2598, -2.5571)
H (-0.3970, -2.2270, -3.1913)
H (-0.4222, -0.4686, -3.1781)
O (-0.9949, 0.1547, 0.2513)
H (-0.7623, 1.0216, 0.5488)
H (-0.6660, -0.0269, -0.6308)
O (-2.6072, -0.4708, -1.7704)
H (-2.5207, -0.2120, -0.8358)
H (-1.8546, -1.0526, -1.9722)
O (1.6655, -3.8174, 2.6134)
H (1.1417, -3.0251, 2.4350)
H (2.5337, -3.6435, 2.2057)
O (-0.1610, 2.3288, -1.2813)
H (0.6237, 1.8763, -0.9523)
H (-0.6719, 2.5804, -0.5146)
O (-1.2982, -2.8210, 2.0805)
H (-1.8143, -2.0193, 2.1814)
H (-0.9249, -2.7506, 1.1897)
O (-0.8534, 1.2331, -3.9387)
H (-1.1921, 1.5757, -3.0780)
H (-0.1991, 1.9393, -4.0764)
O (-4.0023, 0.0345, 2.7344)
H (-3.6673, 0.1651, 3.6467)
H (-3.1167, 0.0401, 2.3654)
O (-2.5098, 2.7064, 0.2944)
H (-3.1414, 2.7640, -0.4249)
H (-2.8966, 3.0175, 1.1120)